{"formula": "C43H75BrClN3O9", "method": "wB97M-V/def2-TZVPD", "species": ["C", "C", "C", "Cl", "C", "C", "C", "C", "C", "C", "N", "C", "C", "C", "C", "C", "C", "N", "C", "C", "C", "C", "C", "C", "C", "C", "C", "C", "C", "C", "C", "O", "N", "Br", "C", "O", "H", "H", "H", "H", "H", "H", "H", "H", "H", "H", "H", "H", "H", "H", "H", "H", "H", "H", "H", "H", "H", "H", "H", "H", "H", "H", "H", "H", "H", "H", "H", "H", "H", "C", "C", "O", "H", "H", "H", "H", "H", "H", "C", "C", "O", "H", "H", "H", "H", "H", "H", "C", "C", "O", "H", "H", "H", "H", "H", "H", "C", "C", "O", "H", "H", "H", "H", "H", "H", "C", "C", "O", "H", "H", "H", "H", "H", "H", "C", "C", "O", "H", "H", "H", "H", "H", "H", "C", "C", "O", "H", "H", "H", "H", "H", "H"], "coordinates": [[-0.03022, -2.00638, 8.12068], [-0.31210, -2.72797, 6.79700], [-0.50626, -1.81892, 5.53222], [-0.60197, -0.07183, 5.89229], [0.51535, -2.20089, 4.46384], [1.86255, -1.82486, 4.41447], [2.46217, -0.89508, 5.45134], [2.47160, 0.61509, 5.07244], [2.50647, 0.93424, 3.56369], [1.14475, 0.94933, 2.85851], [0.38448, 2.18718, 3.05620], [-0.95374, 2.12000, 3.08711], [-1.47916, 3.38127, 3.23957], [-0.34117, 4.20994, 3.30041], [0.79997, 3.48795, 3.18168], [2.70100, -2.29804, 3.41702], [4.17387, -1.94456, 3.38905], [5.04346, -3.11493, 3.30385], [4.95911, -3.97463, 4.47814], [2.21015, -3.11996, 2.39326], [3.02886, -3.64072, 1.21666], [3.65687, -2.51649, 0.39890], [2.90622, -1.52370, -0.17488], [3.55070, -0.52817, -0.86589], [4.90647, -0.51948, -1.00466], [5.65763, -1.51538, -0.42811], [7.16528, -1.48990, -0.54177], [5.02438, -2.50927, 0.27283], [0.88852, -3.46587, 2.44599], [0.07004, -3.01634, 3.47493], [-1.28581, -3.61090, 3.28143], [-2.30795, -3.49210, 3.92075], [-1.23633, -4.44965, 2.09918], [-2.56479, -3.80380, 0.92790], [0.08090, -4.31703, 1.51998], [0.37189, -4.86981, 0.48364], [0.43283, -2.73888, 8.79178], [0.67229, -1.18036, 8.04713], [-0.94173, -1.69681, 8.62767], [0.43279, -3.48961, 6.56336], [-1.24737, -3.27450, 6.93936], [-1.47108, -2.08229, 5.11753], [3.46846, -1.21946, 5.69617], [1.88352, -1.01145, 6.36806], [3.39645, 1.02820, 5.49054], [1.66309, 1.18615, 5.51932], [3.17158, 0.29712, 2.98366], [2.90956, 1.94702, 3.47203], [0.51395, 0.09706, 3.09328], [1.34790, 0.87108, 1.78182], [-1.59173, 1.25448, 2.99795], [-2.51511, 3.65885, 3.30360], [-0.36989, 5.29218, 3.40840], [1.82875, 3.79444, 3.17361], [4.48234, -1.33920, 4.24803], [4.33753, -1.31520, 2.50920], [5.99006, -2.79732, 3.14718], [5.49656, -3.57306, 5.35053], [5.45188, -4.92067, 4.23403], [3.92492, -4.20324, 4.73225], [2.34963, -4.16734, 0.54688], [3.78027, -4.35884, 1.53188], [1.82928, -1.52360, -0.04443], [2.98354, 0.28297, -1.30772], [5.42091, 0.27031, -1.53911], [7.57422, -2.49767, -0.61642], [7.55178, -1.06575, 0.39190], [7.49839, -0.86278, -1.36607], [5.59764, -3.28823, 0.75666], [-4.49870, -3.88301, -3.46592], [-4.27219, -2.51209, -2.86133], [-4.61609, -2.47493, -1.47702], [-5.54261, -4.18135, -3.36145], [-4.23717, -3.88201, -4.52404], [-3.89607, -4.63867, -2.95503], [-4.88849, -1.76637, -3.36230], [-3.22133, -2.21807, -2.96663], [-4.06259, -3.12224, -1.03116], [-5.17330, -2.51784, -8.59834], [-4.41910, -2.82204, -7.31728], [-4.54770, -4.19847, -6.96680], [-6.22960, -2.76483, -8.48510], [-5.08428, -1.46285, -8.86471], [-4.78789, -3.11927, -9.42518], [-4.81778, -2.23561, -6.48976], [-3.35660, -2.58400, -7.42970], [-4.18890, -4.72504, -7.68706], [-1.34338, 0.90618, -2.33677], [-0.31493, -0.09513, -1.84924], [-0.42242, -0.30092, -0.43812], [-1.21769, 1.86092, -1.82344], [-1.25091, 1.06702, -3.41213], [-2.35572, 0.55443, -2.12209], [0.69234, 0.26532, -2.04614], [-0.44283, -1.05545, -2.35964], [-1.31033, -0.63181, -0.26587], [-0.57503, -2.51744, -6.22025], [-0.50745, -1.03946, -6.55356], [0.02395, -0.29366, -5.45750], [-1.19699, -2.67789, -5.33812], [-0.99157, -3.08528, -7.05432], [0.41699, -2.91388, -5.98924], [-1.50342, -0.65019, -6.76096], [0.11882, -0.86740, -7.43575], [0.90884, -0.62642, -5.27999], [2.06579, 8.89700, 1.79807], [1.76230, 7.72780, 2.71611], [0.47620, 7.17549, 2.43738], [1.30855, 9.67396, 1.90922], [3.04457, 9.32534, 2.01920], [2.05286, 8.58018, 0.75215], [1.75486, 8.05045, 3.75574], [2.51747, 6.94329, 2.60182], [0.48285, 6.87539, 1.52151], [-3.18857, 6.34842, 0.97361], [-2.91912, 7.76781, 0.50447], [-2.19046, 8.50064, 1.48251], [-3.74905, 6.35873, 1.90913], [-3.75762, 5.78914, 0.22834], [-2.25225, 5.81778, 1.16559], [-3.85506, 8.29892, 0.33386], [-2.35195, 7.76157, -0.43417], [-1.35575, 8.04007, 1.62776], [-5.17460, 1.97120, -8.81290], [-4.64661, 1.48902, -7.47437], [-3.25721, 1.17745, -7.55029], [-5.01762, 1.21168, -9.58014], [-6.24033, 2.19801, -8.75577], [-4.64442, 2.87036, -9.13555], [-5.16321, 0.58099, -7.16477], [-4.79894, 2.25150, -6.70381], [-2.79105, 1.97719, -7.81135]], "homo_lumo_gap_ev": 7.11, "smiles": "CC[C@@H](Cl)c1c(CCCCn2cccc2)c(CNC)c(Cc2cccc(C)c2)c2c1C(=O)N(Br)C2=O.CCO.CCO.CCO.CCO.CCO.CCO.CCO", "energy_ev": -151267.9620, "homo_energy_ha": -0.2882, "e_lumo_ev": -0.7}



{"formula": "C4H4N2O", "method": "wB97M-V/def2-TZVPD", "species": ["H", "N", "C", "C", "C", "N", "C", "O", "H", "H", "H"], "coordinates": [[1.40590, 2.08974, -0.84401], [0.58283, 2.21052, -0.18654], [0.13525, 1.04460, -0.04032], [-0.97209, 0.43496, 0.73156], [-0.94115, -0.88600, 0.57747], [0.02955, -1.35028, -0.35107], [0.88220, -0.22826, -0.63002], [1.83348, -0.30140, -1.28759], [-1.70222, 0.80155, 1.44705], [-1.54937, -1.55738, 1.13843], [0.29562, -2.25804, -0.55495]], "homo_lumo_gap_ev": 9.11, "smiles": "[H]/N=C1/C=CNC1=O", "de_lowest_ev": 0.982, "energy_ev": -9239.5054, "homo_energy_ha": -0.3377, "e_lumo_ev": -0.1}